(1)
# C17H53BF4N13O8

A cluster of 9 separate species, C17H53BF4N13O8 in total (the ωB97M-V functional and the def2-TZVPD basis, OMol25).

XYZ file:
```
96
Properties=species:S:1:pos:R:3:forces:R:3:lowdin_charge:R:1
B -1.27429 -1.01340 -0.60214 -0.295 0.115 0.368 -1.260
F -1.65655 0.32904 -0.76086 0.079 -0.114 -0.172 0.104
F 0.09711 -1.12472 -0.42755 0.036 -0.133 0.070 0.138
F -1.97699 -1.52343 0.51882 0.122 -0.001 -0.198 0.085
F -1.67856 -1.76539 -1.73260 0.194 0.037 0.092 0.086
C 0.77470 2.33864 -2.99200 0.078 -0.900 -1.262 -0.663
O 1.68482 1.83218 -2.36629 -0.324 0.409 0.433 0.035
N -0.56313 2.26672 -2.67188 0.758 0.132 0.094 0.160
N 0.99619 2.87360 -4.25547 -0.307 0.344 0.423 0.130
H -1.19913 2.88766 -3.13451 -0.193 -0.073 0.207 0.087
H -0.81098 1.78174 -1.82381 -0.125 0.128 0.029 0.070
H 1.93652 3.02238 -4.56328 0.084 -0.090 0.082 0.090
H 0.23890 3.16435 -4.84501 0.074 0.018 -0.014 0.078
C -4.29650 -1.03126 -3.68925 0.217 0.218 0.264 -0.666
O -5.04724 -0.71633 -4.59738 -0.036 -0.132 -0.031 0.013
N -3.46747 -0.10274 -3.07821 -0.729 -0.578 -0.298 0.148
N -4.21543 -2.29147 -3.16643 0.109 0.629 -0.204 0.165
H -2.64616 -0.37860 -2.55758 -0.336 0.392 -0.171 0.044
H -3.75580 0.83696 -3.27449 0.534 0.178 0.002 0.099
H -3.72833 -2.41745 -2.29711 0.066 -0.404 -0.172 0.079
H -4.63239 -3.03022 -3.69660 -0.051 -0.173 0.204 0.100
C 0.37129 -3.15098 2.84638 0.441 -0.655 -0.608 -0.673
O 0.82806 -3.80483 3.77157 -0.167 0.202 0.187 0.009
N -0.80956 -3.44758 2.22956 0.044 0.173 0.107 0.167
N 1.06100 -2.11206 2.26769 -0.312 0.061 0.473 0.161
H -1.16165 -2.86075 1.49107 -0.130 -0.156 0.024 0.057
H -1.22074 -4.34185 2.41510 -0.036 0.041 0.106 0.100
H 1.93510 -1.90090 2.71325 0.119 0.094 -0.203 0.105
H 0.83677 -1.78061 1.34227 0.122 0.099 0.053 0.067
C 0.89244 -2.47534 -4.09967 1.375 0.906 -0.669 -0.649
O 1.69590 -2.74925 -4.99482 -0.525 -0.282 0.207 -0.008
N -0.13214 -1.59968 -4.29802 -0.466 -0.299 0.757 0.175
N 1.08839 -2.89157 -2.81154 -0.770 -0.109 -0.623 0.184
H -0.33134 -1.19511 -5.19032 0.194 -0.210 -0.151 0.101
H -0.75696 -1.43214 -3.52925 -0.168 0.120 -0.188 0.059
H 0.54923 -2.44355 -2.08868 0.375 -0.147 0.224 0.064
H 1.99964 -3.28658 -2.64850 -0.034 0.056 0.402 0.064
C -5.49937 0.22588 0.24819 -0.961 0.135 0.813 -0.673
O -6.66251 0.53903 0.48286 0.465 -0.053 -0.079 0.003
N -4.56432 1.08674 -0.27679 -0.071 -0.594 0.311 0.156
N -4.96831 -0.98837 0.57968 0.662 0.129 -0.593 0.164
H -4.85857 2.03941 -0.37256 -0.045 -0.025 -0.461 0.099
H -3.90998 0.64421 -0.90561 0.193 0.630 -0.030 0.049
H -5.50340 -1.71363 1.01297 -0.266 0.132 -0.031 0.104
H -3.96337 -1.07602 0.52275 -0.148 -0.336 0.162 0.057
C 6.84867 -3.15488 -3.77797 0.325 0.417 0.228 -0.083
C 5.51764 -3.69133 -3.28664 -0.120 0.197 0.309 -0.448
C 5.07929 -2.94026 -2.01777 -0.051 -0.455 -0.587 -0.209
O 3.83542 -3.46849 -1.60266 -0.115 0.010 0.039 -0.231
C 3.31552 -2.83442 -0.43728 0.407 -0.096 -0.646 -0.102
N 4.52711 -3.60023 -4.35999 0.208 0.243 0.494 0.056
H 7.06932 -3.51134 -4.78254 0.041 -0.204 0.063 0.074
H 7.66550 -3.40022 -3.09411 -0.014 -0.211 -0.118 0.073
H 6.85609 -2.05855 -3.82699 -0.256 -0.043 -0.059 0.076
H 5.64297 -4.73467 -2.97743 -0.113 -0.086 -0.275 0.135
H 4.98053 -1.88150 -2.29456 0.064 0.109 0.383 0.135
H 5.80641 -3.11427 -1.21426 0.120 0.379 -0.009 0.126
H 2.45684 -3.43027 -0.14392 -0.027 0.095 0.292 0.085
H 3.01464 -1.80818 -0.66930 -0.086 0.033 0.085 0.092
H 4.09511 -2.81654 0.32854 -0.200 -0.051 0.259 0.087
H 3.60470 -3.68468 -3.94549 -0.103 -0.280 -0.356 0.030
H 4.52449 -2.63537 -4.68977 0.003 -0.123 -0.196 0.075
C 0.38623 1.95238 1.47673 0.405 -0.025 -0.288 -0.032
C 1.53329 1.62436 2.44073 -0.745 -0.635 -0.586 -0.421
C 2.29325 2.84918 2.87508 1.087 -0.158 0.173 -0.201
O 3.10827 3.30400 1.79757 -0.335 -0.121 -0.377 -0.183
C 3.12158 4.67807 1.59857 -0.777 0.964 0.505 -0.146
N 1.02765 0.88193 3.60197 0.470 0.774 0.220 0.059
H -0.40480 2.49302 1.99625 -0.101 -0.060 0.036 0.065
H -0.00065 1.00610 1.09362 -0.237 0.166 0.052 0.060
H 0.70367 2.53635 0.60732 0.154 -0.011 0.083 0.078
H 2.21702 0.95940 1.90447 0.242 0.174 0.076 0.138
H 3.00041 2.56737 3.66411 -0.354 0.055 0.289 0.124
H 1.62841 3.64014 3.23952 -0.062 0.019 -0.048 0.119
H 2.11019 5.12326 1.52643 -0.010 -0.414 -0.213 0.085
H 3.63176 4.91467 0.66969 0.272 -0.114 0.060 0.084
H 3.54401 5.23494 2.45266 0.449 -0.207 -0.185 0.084
H 0.69211 -0.02835 3.31924 -0.139 -0.025 -0.079 0.030
H 0.23153 1.41579 3.93075 -0.237 -0.423 0.213 0.029
C -1.43618 3.52144 5.19180 0.794 -0.135 -0.522 -0.057
C -2.54336 3.65822 4.16337 0.137 -0.455 0.227 -0.441
C -3.13247 2.30364 3.78912 -0.465 -0.938 0.960 -0.219
O -2.15298 1.32711 3.51017 0.068 0.719 -0.507 -0.213
C -2.69819 0.10117 3.07298 0.396 -0.150 0.063 -0.083
N -3.59316 4.53615 4.69122 0.164 0.293 -0.809 0.031
H -1.08687 4.51174 5.48412 -0.352 -0.007 0.433 0.079
H -0.54325 3.06737 4.75234 -0.215 -0.151 -0.089 0.049
H -1.70932 2.87146 6.02371 -0.148 0.307 0.214 0.088
H -2.10361 4.10310 3.26654 -0.194 0.244 0.017 0.137
H -3.90144 2.36165 3.00675 0.292 0.181 -0.294 0.126
H -3.68579 1.93518 4.67830 -0.047 0.210 -0.011 0.126
H -1.85192 -0.52922 2.79890 -0.069 -0.060 0.174 0.073
H -3.31845 0.19052 2.17546 -0.078 0.299 0.238 0.064
H -3.25712 -0.35989 3.89565 -0.129 -0.117 -0.139 0.097
H -4.08581 4.10722 5.46470 0.033 -0.160 -0.009 0.068
H -4.25915 4.68299 3.93843 -0.201 0.115 0.278 0.068
```
Forces are in eV/Å.

Results
Total energy (Ha): -2418.1275
Net charge: -1
HOMO (eV): -6.9
Multiplicity: 1
Energy relative to the best compared isomer or geometry (same formula, charge and spin) (kJ/mol): 40.1
Lowest unoccupied orbital energy (eV): 2.3
Kohn-Sham gap (eV): 9.21
Max |F| (eV/A): 1.78

=====

(2)
# C52H109BrNO5P2

A cluster of 5 separate species, C52H109BrNO5P2 in total (the ωB97M-V functional and the def2-TZVPD basis, OMol25).

XYZ file:
```
170
Properties=species:S:1:pos:R:3:forces:R:3:lowdin_charge:R:1
C 2.48325 -2.81977 4.82592 0.444 0.686 0.231 -0.169
C 2.40262 -1.56406 3.76938 -1.014 -0.120 -0.187 -0.279
C 1.04347 -1.61082 2.79671 1.168 0.365 1.719 -0.330
C 0.73756 -0.05417 2.38370 1.900 -1.144 0.615 -0.384
P -0.16679 0.18178 0.71790 -2.627 3.457 4.014 0.156
Br -1.32790 -1.82051 0.74319 -0.194 -1.026 -0.165 0.293
P 1.38570 -0.67126 -0.58119 -1.243 -1.829 -3.746 0.607
N 0.59173 -1.50828 -1.75644 1.620 1.271 -0.682 -0.430
O 0.58516 1.79017 0.77188 -0.681 1.576 -2.272 -0.407
C 0.27483 2.63532 -0.42896 0.694 -0.968 1.408 -0.258
C 0.48183 4.26224 -0.21599 -0.605 -0.471 0.272 -0.083
C 1.74470 4.88650 -1.06035 -0.817 0.406 -0.479 -0.196
O 2.87000 5.35475 -0.22408 0.181 -1.733 -0.378 -0.218
C 3.71489 4.24135 0.23740 0.549 -1.194 0.534 -0.154
C 4.87377 3.78103 -0.86689 -1.022 1.897 0.306 -0.163
O 5.27533 2.40324 -0.52781 2.635 0.640 -2.669 -0.163
C 6.41483 1.96621 -1.36091 2.554 -1.611 -2.662 -0.159
C 7.86234 2.75846 -1.48479 -1.049 -3.081 -1.808 0.003
C 9.06032 2.16885 -2.48289 -3.018 -1.432 0.409 -0.031
C 8.92268 0.78188 -3.36763 -3.279 1.056 2.719 -0.103
C 10.10640 0.16399 -4.34411 -1.338 0.686 -1.110 -0.450
C 9.79791 -1.42272 -4.68994 1.017 0.146 -0.236 -0.101
C 9.88829 0.95432 -5.80543 -0.322 -0.216 0.544 -0.096
C 11.63012 0.49781 -3.89224 0.034 -0.116 0.137 -0.147
C 12.20316 -0.22398 -2.55564 1.696 0.051 1.455 -0.514
C 12.46269 -1.83936 -2.65580 -1.007 -0.267 0.157 -0.097
C 11.37855 0.05313 -1.16724 0.603 0.877 -0.140 -0.103
C 13.71878 0.44254 -2.29898 -0.272 -0.222 -1.524 -0.111
C 7.45177 -0.00227 -3.23489 0.239 3.682 2.500 0.000
C 6.23593 0.60624 -2.26108 2.999 1.558 -0.258 0.019
C -1.24891 2.13048 -0.89677 1.820 -0.798 -1.056 -0.318
C -1.15041 2.35064 -2.53925 -0.289 0.754 -0.601 -0.150
C -2.30527 3.34132 -3.15021 0.641 -0.372 -1.234 -0.151
C -2.55168 2.90687 -0.27410 -0.878 0.080 0.054 -0.133
O -2.73205 2.73675 1.18492 -1.456 -1.052 -1.208 -0.244
C -3.93997 1.93657 1.48824 -0.715 -1.072 0.302 -0.125
O -1.28170 0.66510 -0.57684 0.866 3.051 -1.358 -0.419
H 1.45821 -2.95765 5.41132 2.078 0.237 -1.445 0.077
H 2.79223 -3.80851 4.27257 -0.683 1.836 1.214 0.065
H 3.29184 -2.54031 5.65664 -1.577 -0.855 -1.790 0.072
H 3.31288 -1.53248 3.00349 -1.654 0.026 2.014 0.112
H 2.31912 -0.56786 4.39925 0.460 -1.957 -1.325 0.099
H 0.17424 -2.07211 3.45025 1.643 0.864 -1.628 0.091
H 1.32634 -2.31606 1.90545 -0.992 1.438 1.651 0.057
H 0.12678 0.53763 3.20662 1.244 -1.390 -1.672 0.089
H 1.78782 0.48185 2.28039 -1.896 -1.033 0.308 0.082
H -1.27995 0.60272 1.57120 0.531 -0.037 -0.517 -0.013
H 2.18095 0.33238 -1.25455 0.066 -0.271 1.043 -0.030
H 2.27225 -1.59548 0.07846 -0.076 0.965 0.245 -0.031
H 0.82781 -1.09505 -2.70739 -0.313 -0.628 1.586 -0.064
H 1.18284 2.32230 -1.13511 -2.466 0.528 0.570 0.111
H -0.50642 4.82159 -0.56541 2.131 -1.173 0.693 0.109
H 0.58683 4.44993 0.93619 -0.034 -0.253 -2.218 0.139
H 1.31727 5.83038 -1.64593 1.252 -1.848 1.378 0.134
H 2.14767 4.14853 -1.87629 -0.846 1.118 1.553 0.114
H 4.31663 4.51022 1.22992 -1.620 -0.136 -2.149 0.145
H 3.02501 3.32873 0.50204 1.393 1.504 -0.583 0.134
H 4.39350 3.90220 -1.92926 1.053 -0.672 1.806 0.131
H 5.77235 4.56014 -0.80256 -1.797 -1.863 -0.090 0.128
H 7.98685 3.75672 -0.84467 -0.045 -2.486 -1.705 0.093
H 10.04887 2.82022 -2.52642 -2.308 -1.626 0.077 0.083
H 9.82460 -2.12294 -3.75282 -0.260 1.463 -1.710 0.084
H 10.70354 -1.77030 -5.38613 -2.070 0.679 1.357 0.092
H 8.78444 -1.54464 -5.29172 2.214 0.321 1.350 0.090
H 10.47265 0.39257 -6.65220 -1.106 1.053 1.584 0.083
H 8.71924 0.96536 -6.04216 2.680 0.062 0.407 0.102
H 10.30197 2.04568 -5.70722 -0.929 -2.014 -0.261 0.086
H 12.34877 0.22015 -4.80327 -1.561 0.507 1.903 0.138
H 11.72952 1.66940 -3.74020 -0.273 -2.378 -0.296 0.124
H 11.61644 -2.35763 -1.99167 1.771 0.890 -1.712 0.091
H 12.37482 -2.18771 -3.77023 0.252 0.443 2.200 0.072
H 13.48350 -2.20504 -2.19404 -1.956 1.008 -1.037 0.083
H 11.32380 1.23355 -1.04376 -0.232 -2.506 -0.153 0.080
H 10.29889 -0.42715 -1.13479 2.314 1.053 -0.065 0.096
H 12.06371 -0.31672 -0.26864 -1.594 0.516 -1.898 0.098
H 13.65860 1.56884 -1.96999 0.127 -2.255 -0.475 0.085
H 14.23741 0.41080 -3.37201 -0.831 0.157 2.317 0.089
H 14.36947 -0.21827 -1.58450 -1.388 1.450 -1.165 0.079
H 7.18565 -0.99220 -3.80370 0.752 2.222 1.230 0.078
H 5.20716 0.01892 -2.22813 2.426 1.426 0.005 0.096
H -1.19536 1.33834 -3.13936 0.048 1.866 1.558 0.130
H -0.10360 2.85458 -2.81270 -2.215 -1.124 0.701 0.109
H -3.31400 2.74833 -3.18867 1.716 1.487 0.221 0.064
H -2.37667 4.39491 -2.62961 -0.018 -2.284 -0.892 0.074
H -1.98913 3.56068 -4.28025 -0.805 -0.457 2.335 0.083
H -3.53897 2.48989 -0.77685 2.177 0.706 0.661 0.123
H -2.56257 4.07487 -0.47015 0.350 -2.417 0.316 0.121
H -3.93032 1.50950 2.60058 0.463 1.166 -2.387 0.093
H -4.04722 0.99150 0.78557 0.514 1.899 1.317 0.110
H -4.94361 2.54335 1.38848 1.964 -0.751 0.050 0.084
C 2.95367 -7.04680 5.05919 0.040 -0.115 -0.168 -0.117
C 1.53509 -6.75670 5.52466 -0.018 0.254 0.035 -0.271
C 1.45692 -6.33003 6.99286 -0.139 0.021 0.009 -0.228
C 1.92683 -7.38066 8.00405 0.114 -0.060 -0.049 -0.231
C 1.19294 -8.72385 7.94250 0.122 0.079 0.126 -0.277
C -0.29183 -8.61144 8.25185 -0.140 -0.135 -0.067 -0.119
H 3.39676 -7.88140 5.60981 0.019 0.062 -0.034 0.063
H 2.95399 -7.31306 3.99748 0.086 0.039 0.111 0.072
H 3.59427 -6.16830 5.18813 -0.039 -0.095 0.012 0.068
H 0.90136 -7.63048 5.34311 -0.008 0.030 0.043 0.098
H 1.12675 -5.94695 4.90720 -0.005 -0.124 0.100 0.101
H 0.42394 -6.04109 7.21977 0.088 -0.015 0.006 0.102
H 2.05933 -5.42319 7.13264 -0.062 -0.079 -0.057 0.106
H 1.81608 -6.96330 9.01251 -0.001 -0.047 -0.052 0.107
H 2.99942 -7.56131 7.87011 -0.063 0.035 0.005 0.099
H 1.64980 -9.40263 8.67287 0.008 0.045 -0.103 0.102
H 1.33013 -9.19164 6.96200 0.028 0.061 0.037 0.098
H -0.45102 -8.18592 9.24792 -0.017 0.004 -0.101 0.074
H -0.75719 -9.60176 8.22867 -0.039 0.126 0.030 0.068
H -0.81063 -7.98412 7.52143 0.026 -0.042 0.099 0.068
C -6.78809 3.14905 -1.53629 -0.095 -0.112 0.154 -0.114
C -6.51579 2.50322 -2.88609 0.223 0.077 -0.052 -0.268
C -6.27384 3.52060 -4.00421 0.013 -0.083 -0.108 -0.231
C -7.45632 4.44423 -4.31371 -0.060 0.037 0.125 -0.228
C -8.75853 3.73522 -4.69855 0.058 0.184 -0.013 -0.272
C -8.64094 2.91405 -5.97320 -0.117 -0.152 -0.040 -0.117
H -7.69796 3.75556 -1.55488 0.067 -0.003 0.027 0.064
H -6.91943 2.37824 -0.77031 0.034 0.146 -0.015 0.070
H -5.95232 3.78826 -1.23357 -0.084 -0.030 -0.012 0.072
H -7.34051 1.83261 -3.14723 0.030 0.015 -0.043 0.096
H -5.62327 1.87184 -2.79421 -0.126 0.021 -0.055 0.097
H -5.98450 2.98055 -4.91342 -0.011 0.065 0.052 0.103
H -5.41017 4.14349 -3.73801 -0.073 -0.088 -0.008 0.101
H -7.16514 5.11630 -5.13039 -0.039 -0.043 0.039 0.108
H -7.65108 5.08910 -3.44929 0.037 -0.039 -0.052 0.100
H -9.53675 4.49415 -4.84451 0.057 -0.062 0.076 0.103
H -9.10400 3.09584 -3.87950 0.052 0.047 -0.007 0.098
H -8.33866 3.54412 -6.81593 0.016 -0.077 0.057 0.075
H -9.60610 2.46036 -6.21907 0.117 0.000 -0.063 0.060
H -7.91187 2.10566 -5.86753 -0.058 0.067 -0.046 0.065
C -0.72951 2.25618 9.24009 -0.099 0.165 0.111 -0.121
C -1.48792 0.99701 8.84954 0.141 -0.188 0.016 -0.278
C -0.88372 0.27921 7.63979 -0.111 -0.100 -0.042 -0.229
C -0.88608 1.08286 6.33546 0.036 0.100 -0.011 -0.223
C -2.26216 1.56328 5.86415 0.169 0.003 -0.127 -0.265
C -3.22035 0.42481 5.55007 -0.143 -0.011 -0.040 -0.116
H -0.74892 3.00341 8.44176 0.046 -0.062 0.072 0.066
H -1.18302 2.70814 10.12789 0.108 0.027 -0.066 0.066
H 0.31521 2.02621 9.47339 -0.073 0.049 -0.061 0.074
H -2.53918 1.24123 8.66715 0.040 -0.033 -0.042 0.097
H -1.47594 0.30693 9.70238 -0.061 0.039 -0.090 0.101
H -1.42007 -0.66489 7.48805 0.053 0.072 -0.014 0.101
H 0.15249 0.00124 7.87171 -0.086 0.026 0.008 0.108
H -0.43886 0.46411 5.54769 -0.050 0.069 0.054 0.095
H -0.22911 1.95346 6.44258 -0.010 -0.072 -0.011 0.103
H -2.12769 2.16476 4.95693 0.024 -0.044 0.117 0.106
H -2.71227 2.22827 6.60860 0.046 0.006 0.018 0.096
H -2.80789 -0.22869 4.77458 -0.041 0.038 0.071 0.079
H -4.17210 0.82361 5.18544 0.050 -0.114 0.013 0.063
H -3.43223 -0.18122 6.43553 -0.002 0.000 -0.063 0.063
C -14.20372 -2.13903 -5.13758 -0.068 -0.064 0.197 -0.119
C -13.32378 -0.91071 -5.31119 -0.063 0.111 -0.174 -0.275
C -12.51519 -0.92629 -6.61109 0.093 0.129 0.015 -0.230
C -11.50811 -2.07361 -6.73990 -0.045 -0.130 0.046 -0.230
C -10.46335 -2.15713 -5.62274 0.002 -0.076 -0.168 -0.271
C -9.56123 -0.93483 -5.55182 0.105 0.037 0.176 -0.118
H -13.61047 -3.05590 -5.07888 -0.081 0.055 -0.025 0.066
H -14.78247 -2.05916 -4.21194 0.014 -0.087 -0.117 0.069
H -14.90823 -2.23549 -5.97011 0.077 -0.036 0.059 0.074
H -12.66096 -0.80657 -4.44639 0.009 0.009 -0.072 0.100
H -13.96675 -0.02174 -5.31475 0.125 -0.056 0.026 0.104
H -11.99179 0.03196 -6.71024 -0.020 -0.086 -0.008 0.098
H -13.20808 -0.97860 -7.46077 0.032 0.009 0.089 0.108
H -10.98996 -1.97209 -7.70149 -0.022 -0.008 0.078 0.109
H -12.04613 -3.02715 -6.78807 0.011 0.068 -0.020 0.099
H -9.83804 -3.04101 -5.79785 -0.119 0.057 0.045 0.106
H -10.94908 -2.31268 -4.65378 -0.016 -0.012 -0.067 0.099
H -9.03129 -0.78643 -6.49824 -0.058 0.044 0.081 0.078
H -8.81424 -1.06360 -4.76237 -0.037 0.098 -0.114 0.074
H -10.12781 -0.02667 -5.32726 0.077 -0.039 -0.039 0.057
```
Forces are in eV/Å.

Results
Total energy (Ha): -5733.7034
Net charge: -1
HOMO (eV): -4.0
Multiplicity: 1
Lowest unoccupied orbital energy (eV): 1.7
Kohn-Sham gap (eV): 5.71
Max |F| (eV/A): 5.91